1.
{"formula": "C38H48FFeGeN3O2", "method": "ωB97M-V with the def2-TZVPD basis set", "e_tot_ev": -142372.07959, "spin_multiplicity": 6, "gap_ev": [3.1491, 5.9565], "e_homo_ev": [-1.0, -3.8], "fmax_ha_per_bohr": 0.04748, "charge": -1, "mol_weight_g_mol": 726.3, "species": ["H", "C", "C", "C", "H", "H", "H", "H", "O", "H", "C", "H", "H", "C", "C", "H", "Ge", "H", "H", "C", "C", "H", "H", "C", "C", "C", "H", "H", "H", "H", "H", "C", "H", "C", "H", "H", "H", "C", "H", "C", "H", "H", "H", "H", "H", "H", "C", "H", "H", "H", "N", "H", "H", "C", "H", "C", "H", "C", "F", "C", "C", "H", "H", "H", "C", "H", "H", "C", "C", "C", "C", "H", "C", "C", "C", "C", "H", "C", "N", "H", "O", "H", "C", "C", "N", "C", "C", "C", "Fe", "H", "H", "C", "C", "H"], "xyz": [[0.88740, 0.49810, 5.98120], [-4.54270, 0.50310, 1.40850], [-1.31720, 1.59450, -3.89410], [1.98970, 0.82340, -4.98850], [2.63770, -0.25320, 4.36140], [-1.13530, 4.25570, -1.10000], [3.43980, -1.80270, -3.26800], [-5.96770, -1.10850, 1.72590], [-2.50600, -0.25920, 0.35040], [1.97650, 0.19200, -2.92610], [3.67070, 0.01770, 1.78710], [-2.13980, -3.58450, -4.43430], [1.59850, -3.85510, -2.33960], [0.88030, -1.19760, -4.07400], [-3.46720, -0.58430, 1.27620], [-5.50110, -0.98590, -0.66390], [0.84650, -4.08940, 0.13870], [-3.70610, -0.59560, -4.16950], [-4.73360, -1.24490, -2.88970], [1.65530, 0.04530, 4.02030], [0.69160, 0.45300, 4.91990], [2.57800, -4.94350, 1.87870], [-5.03600, 1.13830, -1.68560], [-1.19870, 3.52700, -1.89530], [-5.93560, -0.12580, 1.26170], [-0.76630, 1.21610, -2.64020], [3.91160, 0.71410, 2.58050], [1.72750, -2.33020, -5.68220], [-4.41710, 1.00210, 2.37810], [-0.16860, -3.86620, -5.87810], [-1.64280, -4.73200, 0.51090], [-0.19520, -3.06860, -5.14830], [-2.92190, -3.72670, -2.10020], [0.87040, -2.26580, 0.79250], [5.07100, -1.45570, -0.91590], [5.63400, 0.08180, 0.94110], [0.32840, -2.18370, 1.73390], [0.87900, -2.20580, -5.02200], [1.99460, 0.36890, -5.97960], [1.37000, -0.05690, 2.66490], [-2.08770, 4.85450, -3.33630], [3.38770, -4.48180, 0.39740], [-1.37310, 1.12020, 5.06760], [-2.47770, -0.70940, -2.03930], [-0.74400, -4.93580, 1.99960], [0.98360, -5.47140, -2.02930], [-0.58090, 0.79740, 4.40690], [3.58880, -1.39240, -4.98390], [-6.70230, 0.51220, 1.71030], [2.82280, -2.45900, -1.03720], [-4.39850, 1.43790, 0.28950], [-4.38620, 2.40470, 0.58440], [1.07620, 1.40380, -4.87650], [0.82090, -4.41550, -1.83150], [-0.12560, -4.12810, -2.27290], [-5.46490, 1.17540, -0.68060], [-1.92090, -2.81070, -0.95540], [-1.72510, 3.85560, -3.14060], [-0.22110, 1.91060, -0.42890], [-1.30720, -2.89850, -4.34390], [-2.61930, -1.63050, -2.61140], [-3.66950, -2.58910, -0.97040], [-4.04750, -2.32350, -4.10370], [-6.22610, 1.96510, -0.66450], [-0.26810, -0.99740, -3.28460], [-1.74520, 0.98460, 2.63740], [-2.80780, 0.60470, -0.01580], [-6.08410, -0.15960, -0.25670], [2.06560, -1.48520, 0.71370], [-1.37510, -1.85210, -3.43960], [-3.85230, -1.44060, -3.49870], [-7.11710, -0.25870, -0.58590], [2.51700, -4.99290, 0.79640], [3.40450, -0.99100, -3.98940], [-0.78560, 0.70030, 3.05560], [-0.70090, -5.07800, 0.92390], [2.84080, 1.49720, -4.90840], [2.37650, -0.50010, 1.71680], [0.12660, 0.29010, 2.16870], [-1.37770, 0.84480, -4.67150], [-3.45970, -1.63130, 1.90460], [4.20920, -0.29500, -3.75760], [4.63910, -0.33540, 0.86420], [3.05620, -1.75160, -0.25140], [-0.29210, 0.01370, -2.32790], [2.06020, -0.26880, -3.91630], [-0.74080, 2.25480, -1.68110], [4.31860, -1.19330, -0.18170], [-0.19280, -0.44890, -0.06740], [-0.61020, -6.14330, 0.72880], [-2.16540, 3.12180, -5.09910], [-2.80080, -2.76510, -1.60220], [-1.76840, 2.87300, -4.12400], [2.55180, -6.03630, 0.49290]], "forces_ev_per_angstrom": [[0.073, -0.034, 0.066], [-0.176, -0.050, 0.221], [0.092, -0.315, 0.303], [-0.047, -0.010, 0.261], [0.079, -0.009, 0.012], [0.029, 0.021, 0.095], [0.069, -0.138, 0.056], [-0.056, -0.001, 0.040], [-0.376, -0.460, 0.714], [0.024, -0.024, -0.152], [-0.106, -0.137, -0.196], [-0.084, -0.033, -0.019], [0.158, 0.131, -0.081], [-0.143, 0.246, 0.274], [0.759, -1.625, 0.769], [-0.018, -0.095, -0.052], [0.262, -0.394, 0.149], [-0.019, 0.070, -0.082], [-0.148, 0.004, 0.063], [0.035, -0.156, -0.502], [0.251, 0.093, 0.717], [-0.070, 0.033, 0.210], [-0.152, -0.006, -0.003], [0.080, -0.076, 0.172], [0.165, -0.083, -0.019], [-0.193, 0.694, -0.335], [-0.055, 0.091, -0.016], [0.117, -0.026, 0.055], [0.163, -0.183, -0.205], [0.013, -0.066, -0.027], [-0.154, 0.081, -0.110], [-0.075, -0.011, -0.072], [0.008, -0.102, -0.042], [-2.177, 0.290, -1.065], [-0.019, 0.021, -0.072], [0.084, 0.025, -0.008], [0.180, -0.102, 0.130], [0.026, -0.195, -0.124], [0.017, -0.005, -0.116], [0.557, -0.110, 0.813], [0.011, 0.031, 0.007], [0.131, 0.061, -0.086], [-0.128, 0.062, -0.075], [-0.010, -0.136, -0.167], [0.067, 0.078, 0.167], [0.028, -0.210, 0.034], [-0.453, 0.108, -0.507], [0.043, -0.088, -0.125], [0.121, 0.007, 0.018], [0.036, -0.067, -0.064], [0.094, 0.357, 0.287], [0.057, -0.110, 0.031], [-0.010, 0.077, -0.088], [-0.013, 0.165, 0.609], [-0.200, 0.076, -0.048], [-0.247, -0.003, -0.603], [-0.074, -0.123, 0.042], [-0.038, -0.008, -0.153], [-0.400, 0.221, -0.629], [-0.039, -0.028, -0.184], [-0.180, -0.069, 0.007], [-0.126, -0.030, 0.105], [-0.056, -0.124, -0.064], [0.102, -0.036, 0.025], [-0.091, -0.611, -0.454], [-0.157, 0.024, 0.002], [-0.239, 0.257, -0.064], [0.043, 0.211, 0.069], [1.369, 0.476, 0.552], [0.127, 0.328, 0.180], [0.193, 0.031, 0.113], [0.036, -0.045, -0.061], [-0.495, 0.207, -0.247], [-0.176, 0.097, 0.091], [-0.608, 0.294, 0.776], [0.390, 0.325, -0.198], [0.104, 0.102, -0.014], [0.191, -0.217, -0.417], [-0.204, -0.452, -2.074], [0.038, -0.033, -0.044], [0.021, 2.006, -1.318], [0.080, 0.044, 0.029], [0.226, 0.016, -0.106], [-0.174, 0.185, 0.072], [0.299, -0.430, 2.327], [0.169, 0.037, -0.082], [0.073, -0.268, 0.283], [0.122, 0.042, 0.049], [0.779, -0.553, 0.446], [0.057, -0.151, -0.091], [-0.058, -0.004, -0.079], [0.169, 0.237, -0.038], [-0.155, 0.440, 0.011], [-0.016, -0.159, -0.074]], "lowdin_charge": [0.068, -0.232, -0.044, -0.049, 0.101, 0.112, 0.064, 0.116, 0.000, 0.129, -0.056, 0.108, -0.002, -0.143, -0.441, 0.094, 0.816, 0.076, 0.056, -0.075, -0.154, 0.009, 0.109, -0.045, -0.124, -0.278, 0.103, 0.105, 0.162, 0.095, -0.008, -0.087, 0.084, -0.325, 0.089, 0.083, 0.039, -0.048, 0.079, -0.288, 0.084, -0.002, 0.071, 0.097, 0.011, 0.011, -0.138, 0.066, 0.118, 0.072, -0.026, 0.128, 0.059, -0.199, -0.014, -0.181, 0.055, -0.132, -0.014, -0.066, -0.370, 0.065, 0.071, 0.115, -0.202, 0.075, 0.091, -0.158, -0.345, -0.155, -0.052, 0.112, -0.214, -0.070, -0.210, -0.213, 0.076, -0.157, -0.003, 0.112, 0.114, 0.078, -0.126, -0.099, -0.001, -0.366, -0.192, -0.120, 0.926, 0.004, 0.095, -0.054, -0.122, 0.000]}

---

2.
{"formula": "C5H27NO8", "method": "ωB97M-V with the def2-TZVPD basis set", "e_tot_ev": -23492.29574, "e_above_lowest_kcal_mol": 41.9, "gap_ev": 9.6487, "e_homo_ev": -9.8, "fmax_ha_per_bohr": 0.02876, "smiles": "C[C@@H]1CCCN1.O.O.O.O.O.O.O.O", "mol_weight_g_mol": 229.3, "species": ["H", "H", "H", "H", "H", "H", "H", "H", "N", "C", "H", "O", "H", "H", "O", "H", "H", "H", "H", "C", "H", "O", "O", "H", "H", "H", "H", "H", "H", "H", "O", "O", "O", "H", "C", "H", "H", "C", "H", "C", "O"], "xyz": [[-2.47654, 0.63331, -0.40120], [-2.10317, 2.75241, 1.10253], [3.95506, -0.72457, -1.91387], [2.77754, 1.07924, 2.95605], [-0.07576, -1.78593, -0.48686], [-1.96202, -0.06613, -2.99483], [-0.16629, 0.87904, 3.23265], [1.29287, 2.23395, 1.71218], [0.74262, 0.71759, 0.38410], [-0.64311, 0.27420, 2.46594], [-3.64959, -2.39381, -0.86037], [3.24364, -3.41629, 0.14804], [-1.26371, 1.43338, 0.28281], [3.40711, -3.00482, -0.70558], [-3.35149, -1.68840, -0.27838], [3.58763, 0.30581, 1.66401], [-1.49626, 1.93181, -3.93070], [-2.36622, -1.74137, -0.39945], [2.84640, 0.16785, -1.72492], [1.67675, -0.60034, 2.20603], [2.20888, -1.52956, 1.98373], [3.05110, -0.76714, -1.57246], [-0.86320, -1.97027, -0.99144], [-2.71604, -1.33568, -3.23842], [-0.82430, 3.58709, 0.95579], [-0.94526, -2.64850, -1.65960], [3.33579, -2.66154, 0.73719], [2.43177, 2.00236, 0.27534], [-1.34109, 0.94185, 1.98466], [1.49952, -0.75960, 3.27281], [-2.02754, 2.00126, -3.13431], [-1.62837, 3.52650, 1.47292], [-2.14593, 1.49582, -0.12038], [-1.14647, -0.61428, 2.84238], [2.59477, 0.63293, 1.97638], [-1.57495, 2.41628, -2.39966], [1.05665, 0.25243, -0.45659], [1.80044, 1.55002, 1.03595], [-0.11286, -1.12535, 1.02062], [0.40582, -0.27260, 1.44574], [-1.82078, -1.01962, -3.07307]], "forces_ev_per_angstrom": [[0.235, -0.154, 0.225], [0.000, 0.791, 0.103], [0.126, -0.661, 0.088], [-0.078, 0.410, -0.180], [0.712, -1.114, -0.603], [0.153, 0.276, 0.163], [0.023, -0.245, 0.345], [-0.014, 0.614, -0.537], [-0.043, 0.264, 1.331], [0.790, 0.042, -0.848], [-0.280, 0.052, 0.088], [0.103, 0.171, -0.021], [0.126, -0.881, -0.800], [-0.132, -0.112, -0.208], [0.489, 0.012, -0.029], [-0.132, 0.154, -0.558], [0.398, 0.403, 0.279], [-0.739, 0.098, 0.098], [-0.586, -0.180, 0.205], [1.038, -0.336, 0.556], [-0.305, 0.059, -0.774], [0.572, 0.871, -0.346], [-0.836, 0.718, 0.986], [0.032, -0.050, -0.073], [0.109, 0.077, -0.142], [1.173, -0.013, -0.031], [-0.042, -0.061, 0.193], [-0.172, 0.490, 0.151], [-0.399, -0.236, 0.077], [-0.339, 0.338, -0.031], [-0.820, -0.631, -0.308], [-0.225, -0.237, 0.293], [-0.252, 0.470, -0.300], [-0.134, 0.331, 0.479], [0.165, -0.817, 0.877], [0.378, 0.027, 0.013], [0.265, -0.062, 0.106], [-0.069, -1.111, -0.159], [0.321, -0.136, -0.110], [-0.989, 0.289, 0.237], [-0.624, 0.081, -0.835]], "nbo_charge": [0.509, 0.492, 0.473, 0.212, 0.497, 0.494, 0.205, 0.204, -0.654, -0.614, 0.454, -0.932, 0.497, 0.471, -0.987, 0.207, 0.477, 0.491, 0.469, -0.421, 0.198, -0.940, -0.971, 0.463, 0.453, 0.515, 0.462, 0.201, 0.218, 0.216, -0.966, -0.960, -1.005, 0.223, -0.431, 0.499, 0.364, -0.241, 0.191, -0.066, -0.967]}